*A*
ORCA calculation (ωB97M-V with the def2-TZVPD basis set) on a structure of composition C52H48BrMoN7O3S3.

The molar mass is 1091.0 g mol⁻¹. As for the charge: +2. The calculation puts the gap between HOMO and LUMO (spin up / spin down) at 0.239 / 0.231 Ha. As for the multiplicity: 3.

```
115
C52H48BrMoN7O3S3 (ωB97M-V with the def2-TZVPD basis set)
Mo -0.428 -0.005 -0.309
O 1.115 -0.609 -4.196
C 0.443 -0.604 -3.202
N 0.846 -0.580 -1.881
C 2.182 -0.766 -1.557
O 3.147 -0.649 -2.259
C 2.287 -1.257 -0.141
C 3.456 -1.799 0.351
C 3.453 -2.311 1.637
C 2.286 -2.249 2.385
C 1.164 -1.667 1.831
N 1.161 -1.186 0.581
C -1.047 -0.756 -3.252
C -1.689 -1.020 -4.446
C -3.042 -1.303 -4.421
C -3.696 -1.320 -3.196
C -2.989 -1.019 -2.051
N -1.677 -0.724 -2.071
H 4.327 -1.814 -0.290
H 4.348 -2.755 2.053
H 2.241 -2.638 3.392
H 0.248 -1.578 2.397
H -1.099 -1.019 -5.352
H -3.579 -1.524 -5.334
H -4.747 -1.561 -3.121
H -3.478 -1.002 -1.089
C 4.250 6.337 2.213
C 3.520 6.376 0.871
C 2.471 7.495 0.925
C 4.541 6.683 -0.233
C 2.827 5.051 0.561
C 2.929 3.940 1.375
C 2.239 2.782 1.055
Br 2.465 1.340 2.265
C 1.429 2.666 -0.082
O 0.678 1.544 -0.230
C 1.426 3.744 -1.005
C 2.087 4.903 -0.608
C 0.824 3.776 -2.423
C 1.859 4.387 -3.388
C 0.506 2.397 -2.988
C -0.441 4.640 -2.445
H 4.702 7.309 2.410
H 5.051 5.596 2.221
H 3.569 6.115 3.040
H 2.947 8.442 1.182
H 1.713 7.282 1.684
H 1.966 7.629 -0.034
H 5.035 7.636 -0.036
H 4.067 6.751 -1.213
H 5.306 5.906 -0.282
H 3.531 3.949 2.272
H 2.042 5.750 -1.279
H 2.796 3.828 -3.364
H 2.079 5.433 -3.180
H 1.465 4.342 -4.404
H 1.363 1.733 -2.892
H 0.278 2.492 -4.052
H -0.366 1.955 -2.506
H -0.221 5.665 -2.133
H -1.201 4.233 -1.779
H -0.848 4.679 -3.457
S 0.511 4.012 3.963
C 0.349 5.114 5.250
C -0.742 4.845 6.021
C -1.462 3.720 5.555
C -0.912 3.160 4.430
C -1.371 1.974 3.707
C -0.800 1.635 2.456
N -1.137 0.555 1.780
C -2.053 -0.291 2.316
C -2.699 -0.034 3.523
C -3.638 -1.003 4.025
C -3.851 -2.168 3.378
C -3.152 -2.474 2.159
C -3.261 -3.696 1.482
C -2.511 -3.943 0.346
C -1.680 -2.901 -0.107
N -1.597 -1.722 0.486
C -2.291 -1.511 1.626
C -2.570 -5.207 -0.385
C -3.230 -6.352 -0.026
C -3.083 -7.393 -0.974
C -2.317 -7.023 -2.037
S -1.765 -5.417 -1.895
C -2.351 1.141 4.206
H 1.077 5.899 5.382
H -1.014 5.419 6.894
H -2.350 3.346 6.045
H -0.081 2.287 1.981
H -4.151 -0.790 4.955
H -4.539 -2.902 3.778
H -3.935 -4.450 1.870
H -1.073 -3.025 -0.996
H -3.798 -6.464 0.886
H -3.524 -8.373 -0.871
H -2.043 -7.614 -2.896
H -2.827 1.355 5.154
C -5.592 4.749 1.750
C -4.188 4.504 1.316
C -3.149 5.380 1.450
C -1.880 4.995 0.982
N -1.656 3.794 0.447
C -2.679 2.969 0.264
S -2.600 1.531 -0.671
N -3.915 3.315 0.722
C -0.744 5.957 1.013
H -5.697 5.753 2.151
H -5.881 4.033 2.522
H -6.277 4.636 0.909
H -3.307 6.353 1.891
H -4.661 2.651 0.557
H -0.626 6.387 2.009
H -0.966 6.781 0.329
H 0.178 5.471 0.701
```

Atom charges from the Mulliken analysis, given in e for atoms 1 to 8:
1 Mo -1.41
2 O -0.60
3 C -0.09
4 N 1.23
5 C -0.37
6 O -0.58
7 C 0.34
8 C -0.66

---

*B*
ORCA calculation (ωB97M-V with the def2-TZVPD basis set) on a structure of composition C52H48BrMoN7O3S3.

The molar mass is 1091.0 g mol⁻¹. As for the charge: +2. The calculation puts the gap between HOMO and LUMO (spin up / spin down) at 0.235 / 0.231 Ha. As for the multiplicity: 3.

```
115
C52H48BrMoN7O3S3 (ωB97M-V with the def2-TZVPD basis set)
Mo -0.038 0.218 0.376
O -2.898 0.117 -2.692
C -1.936 -0.142 -2.027
N -1.132 0.785 -1.348
C -0.918 1.989 -1.977
O -1.136 2.267 -3.130
C -0.320 2.994 -1.042
C -0.183 4.314 -1.429
C 0.273 5.230 -0.497
C 0.564 4.781 0.783
C 0.432 3.437 1.076
N -0.003 2.541 0.177
C -1.419 -1.525 -1.824
C -1.915 -2.609 -2.514
C -1.330 -3.846 -2.290
C -0.280 -3.937 -1.390
C 0.140 -2.802 -0.721
N -0.419 -1.609 -0.939
H -0.447 4.579 -2.443
H 0.399 6.272 -0.761
H 0.913 5.457 1.552
H 0.675 3.069 2.059
H -2.735 -2.459 -3.202
H -1.687 -4.725 -2.809
H 0.210 -4.880 -1.191
H 0.934 -2.842 0.011
C -0.535 -6.335 5.470
C -1.385 -5.056 5.515
C -1.135 -4.326 6.842
C -2.860 -5.449 5.442
C -0.985 -4.133 4.368
C -1.883 -3.668 3.421
C -1.467 -2.779 2.446
Br -2.774 -2.320 1.152
C -0.154 -2.295 2.383
O 0.185 -1.268 1.565
C 0.812 -2.882 3.227
C 0.339 -3.744 4.214
C 2.351 -2.769 3.151
C 2.895 -2.212 4.478
C 2.904 -4.192 2.935
C 2.943 -1.911 2.025
H -0.880 -7.036 6.231
H 0.518 -6.130 5.667
H -0.612 -6.825 4.498
H -1.350 -4.988 7.682
H -1.776 -3.446 6.929
H -0.097 -3.999 6.929
H -3.106 -6.088 6.291
H -3.089 -6.007 4.532
H -3.516 -4.578 5.489
H -2.915 -3.987 3.422
H 1.064 -4.155 4.903
H 2.774 -2.914 5.302
H 2.388 -1.284 4.754
H 3.964 -2.003 4.383
H 2.555 -4.897 3.686
H 3.995 -4.170 2.975
H 2.609 -4.576 1.955
H 2.951 -0.858 2.295
H 2.431 -2.021 1.070
H 3.984 -2.207 1.880
S 1.630 -0.216 -5.172
C 2.414 -0.101 -6.678
C 3.658 0.443 -6.567
C 3.982 0.772 -5.230
C 2.979 0.467 -4.348
C 2.964 0.687 -2.903
C 1.844 0.297 -2.144
N 1.740 0.492 -0.841
C 2.767 1.099 -0.185
C 3.936 1.485 -0.836
C 4.995 2.078 -0.058
C 4.875 2.248 1.275
C 3.674 1.853 1.965
C 3.487 1.955 3.352
C 2.322 1.500 3.947
C 1.316 0.997 3.100
N 1.463 0.944 1.791
C 2.627 1.316 1.218
C 2.122 1.514 5.396
C 3.089 1.577 6.363
C 2.558 1.518 7.675
C 1.201 1.406 7.677
S 0.556 1.374 6.099
C 4.016 1.269 -2.219
H 1.915 -0.440 -7.571
H 4.316 0.603 -7.407
H 4.926 1.212 -4.944
H 1.006 -0.199 -2.616
H 5.903 2.373 -0.568
H 5.685 2.678 1.850
H 4.273 2.386 3.959
H 0.367 0.640 3.485
H 4.147 1.633 6.152
H 3.156 1.550 8.573
H 0.543 1.342 8.529
H 4.913 1.569 -2.744
C -4.405 5.083 0.813
C -3.401 4.444 1.707
C -2.741 5.057 2.743
C -1.818 4.309 3.484
N -1.556 3.026 3.215
C -2.206 2.432 2.227
S -2.103 0.748 1.873
N -3.100 3.146 1.485
C -1.070 4.911 4.626
H -4.646 6.084 1.159
H -5.321 4.491 0.782
H -4.012 5.148 -0.204
H -2.942 6.091 2.982
H -3.588 2.625 0.762
H -1.272 5.974 4.734
H 0.001 4.747 4.494
H -1.355 4.395 5.544
```

Atom charges from the Mulliken analysis, given in e for atoms 1 to 8:
1 Mo -1.14
2 O -0.59
3 C -0.38
4 N 0.98
5 C -0.51
6 O -0.61
7 C 0.30
8 C -0.58

---

Stability, lowest: *B*

---

*A*
ORCA calculation (ωB97M-V with the def2-TZVPD basis set) on a cluster of 2 separate species, C10H16O in total.

The molar mass is 152.2 g mol⁻¹. As for the charge: -1. The calculation puts the gap between HOMO and LUMO (spin up / spin down) at 0.116 / 0.268 Ha. As for the multiplicity: 2.

```
27
C10H16O (ωB97M-V with the def2-TZVPD basis set)
C -0.681 1.092 1.457
C -0.528 2.593 1.191
C -0.259 0.756 2.921
H -0.036 0.507 0.811
H -1.728 0.825 1.321
H -1.191 2.979 0.416
H -0.715 3.197 2.075
H 0.769 0.385 3.010
H 0.489 2.812 0.912
H -0.853 -0.099 3.246
H -0.255 1.655 3.499
C -0.720 -3.165 -0.478
C 1.191 -1.582 -0.738
C -0.153 -1.833 -0.921
C 1.796 -0.317 -1.158
C -0.934 -0.879 -1.582
C 0.996 0.538 -1.901
C -0.335 0.276 -2.165
O 1.512 1.667 -2.534
H 1.862 -2.288 -0.258
H 2.747 -0.081 -0.707
H -1.130 -3.015 0.528
H 0.022 -3.925 -0.302
H -1.955 -1.133 -1.851
H -0.863 1.023 -2.733
H 2.401 1.505 -2.842
H -1.452 -3.492 -1.216
```

Atom charges from the Mulliken analysis, given in e for atoms 1 to 8:
1 C 0.93
2 C -1.35
3 C -1.23
4 H -0.65
5 H 0.26
6 H 0.33
7 H 0.42
8 H 0.32

---

*B*
ORCA calculation (ωB97M-V with the def2-TZVPD basis set) on a cluster of 2 separate species, C10H16O in total.

The molar mass is 152.2 g mol⁻¹. As for the charge: -1. The calculation puts the gap between HOMO and LUMO (spin up / spin down) at 0.105 / 0.257 Ha. As for the multiplicity: 2.

```
27
C10H16O (ωB97M-V with the def2-TZVPD basis set)
C -3.339 0.088 1.225
C -3.250 -0.191 -0.237
C -2.698 -1.038 2.045
H -4.362 0.218 1.608
H -2.750 0.963 1.476
H -4.080 -0.733 -0.679
H -3.124 0.671 -0.938
H -3.159 -2.023 1.874
H -2.798 -0.812 3.080
H -2.357 -0.730 -0.563
H -1.630 -1.095 1.825
C 3.466 1.972 0.541
C 1.871 1.308 -1.295
C 2.743 0.945 -0.261
C 0.869 0.365 -1.769
C 2.873 -0.404 0.050
C 0.938 -0.950 -1.327
C 1.976 -1.382 -0.521
O 0.093 -1.958 -1.814
H 1.865 2.316 -1.753
H 0.194 0.683 -2.564
H 3.721 2.858 -0.049
H 4.349 1.568 0.950
H 3.622 -0.741 0.798
H 2.147 -2.435 -0.286
H -0.012 -1.785 -2.757
H 2.831 2.323 1.343
```

Atom charges from the Mulliken analysis, given in e for atoms 1 to 8:
1 C -0.10
2 C -1.03
3 C -1.18
4 H 0.28
5 H 0.22
6 H 0.33
7 H 0.31
8 H 0.31

---

*C*
ORCA calculation (ωB97M-V with the def2-TZVPD basis set) on a cluster of 2 separate species, C10H16O in total.

The molar mass is 152.2 g mol⁻¹. As for the charge: -1. The calculation puts the gap between HOMO and LUMO (spin up / spin down) at 0.102 / 0.263 Ha. As for the multiplicity: 2.

```
27
C10H16O (ωB97M-V with the def2-TZVPD basis set)
C -1.464 1.736 1.989
C -1.626 0.378 -1.577
C -1.990 0.546 -0.204
C -0.746 1.207 -2.204
C -1.311 1.544 0.510
C -0.051 2.220 -1.479
C -0.338 2.357 -0.093
O -0.295 0.945 -3.492
H -1.861 -0.513 -2.153
H -2.643 -0.093 0.376
H -0.934 1.198 -4.168
H 0.653 2.946 -1.860
H -0.497 1.819 2.513
H -1.965 0.898 2.493
H 0.259 3.022 0.517
H -1.951 2.659 2.312
C 1.143 -1.610 0.279
C 1.767 -2.812 -0.424
C 1.524 -1.630 1.754
H 1.575 -0.691 -0.136
H 0.073 -1.529 0.103
H 1.364 -3.729 0.045
H 2.362 -2.319 1.953
H 1.929 -0.732 2.228
H 2.822 -2.995 -0.219
H 1.471 -2.818 -1.473
H 0.730 -2.005 2.410
```

Atom charges from the Mulliken analysis, given in e for atoms 1 to 8:
1 C -1.48
2 C -0.40
3 C -0.83
4 C 0.14
5 C 1.05
6 C -0.58
7 C -0.82
8 O -0.45

---

*D*
ORCA calculation (ωB97M-V with the def2-TZVPD basis set) on a cluster of 2 separate species, C10H16O in total.

The molar mass is 152.2 g mol⁻¹. As for the charge: -1. The calculation puts the gap between HOMO and LUMO (spin up / spin down) at 0.103 / 0.261 Ha. As for the multiplicity: 2.

```
27
C10H16O (ωB97M-V with the def2-TZVPD basis set)
C -1.496 -0.529 3.186
C -0.780 0.785 2.761
C -2.107 -1.224 1.987
H -2.250 -0.366 3.958
H -0.680 -1.131 3.603
H 0.065 0.944 3.433
H -0.357 0.632 1.769
H -2.991 -0.685 1.617
H -1.447 1.641 2.788
H -2.544 -2.188 2.222
H -1.437 -1.348 1.136
C 1.410 -2.216 -2.130
C -0.088 -0.332 -1.429
C 1.160 -0.755 -1.884
C -0.377 1.042 -1.214
C 2.171 0.188 -2.038
C 0.577 1.979 -1.601
C 1.883 1.590 -1.871
O 0.184 3.289 -1.691
H -0.858 -1.052 -1.254
H -1.258 1.503 -0.772
H 0.769 -2.550 -2.950
H 1.225 -2.833 -1.244
H 3.200 -0.162 -2.103
H 2.632 2.326 -2.146
H 0.948 3.873 -1.709
H 2.445 -2.420 -2.423
```

Atom charges from the Mulliken analysis, given in e for atoms 1 to 8:
1 C -0.26
2 C -0.86
3 C -1.04
4 H 0.26
5 H 0.25
6 H 0.32
7 H 0.12
8 H 0.30

---

Stability, lowest: *C*

---

*A*
ORCA calculation (ωB97M-V with the def2-TZVPD basis set) on the ion C4H9NO2S with charge +1.

The molar mass is 135.2 g mol⁻¹. As for the charge: +1. The calculation puts the gap between HOMO and LUMO (spin up / spin down) at 0.262 / 0.207 Ha. As for the multiplicity: 2.

```
17
C4H9NO2S (ωB97M-V with the def2-TZVPD basis set)
C 0.232 -3.172 -0.036
N -0.463 -1.946 0.097
C 0.093 -0.750 -0.214
C -0.647 0.128 -1.264
S -0.233 1.871 -1.385
C 0.300 0.115 1.237
O -0.768 0.928 1.545
O 1.470 0.844 1.183
H -0.039 -3.684 -0.970
H 1.316 -3.127 0.073
H -0.170 -3.860 0.721
H -0.828 1.561 0.835
H 1.153 -0.787 -0.506
H -1.730 0.038 -1.164
H -0.434 -0.153 -2.302
H 1.443 1.294 0.323
H 0.405 -0.623 2.025
```

Atom charges from the Mulliken analysis, given in e for atoms 1 to 8:
1 C -0.77
2 N 0.08
3 C 0.48
4 C -0.97
5 S 0.00
6 C -0.42
7 O -0.40
8 O -0.46

---

*B*
ORCA calculation (ωB97M-V with the def2-TZVPD basis set) on the ion C4H9NO2S with charge +1.

The molar mass is 135.2 g mol⁻¹. As for the charge: +1. The calculation puts the gap between HOMO and LUMO (spin up / spin down) at 0.344 / 0.191 Ha. As for the multiplicity: 2.

```
17
C4H9NO2S (ωB97M-V with the def2-TZVPD basis set)
O 0.738 -1.518 -2.011
C 0.355 -1.521 -0.899
C 0.493 -0.189 -0.001
C 0.903 -0.501 1.449
S 2.622 -0.074 1.892
N -0.828 0.377 -0.043
C -1.137 1.535 -0.865
O -2.440 1.314 -1.373
H -0.208 -2.283 -0.332
H 1.084 0.575 -0.501
H 0.376 0.220 2.070
H 0.727 -1.552 1.661
H 2.927 -1.274 2.369
H -1.565 0.062 0.600
H -1.231 2.469 -0.307
H -0.399 1.698 -1.650
H -2.416 0.664 -2.057
```

Atom charges from the Mulliken analysis, given in e for atoms 1 to 8:
1 O -0.30
2 C -0.03
3 C 0.14
4 C -0.83
5 S -0.14
6 N -0.07
7 C -0.33
8 O -0.49

---

Stability, lowest: *A*